Computed, not measured: C20H27B2F4MnN6O5S as an isolated structure, with ωB97M-V/def2-TZVPD.

Properties
- Net charge: +3
- Spin multiplicity: 4
- Frontier orbital gap (spin up / spin down): 5.62 / 6.29 eV

CARTESIAN COORDINATES (ANGSTROEM)
Mn  0.575  0.607  1.377
C  -2.775  1.417  -1.233
C  -1.716  1.512  -0.198
N  -0.484  0.722  -0.337
O  0.214  -0.946  -1.824
B  1.636  -1.361  -1.368
F  1.979  -2.417  -2.115
F  2.445  -0.253  -1.409
O  1.537  -1.827  0.085
N  1.785  -0.935  1.051
C  2.691  -1.197  1.928
C  3.631  -2.335  1.847
C  2.665  -0.265  3.099
N  1.714  0.604  3.034
O  1.538  1.394  4.131
B  1.671  2.776  3.907
F  1.401  3.573  4.887
F  2.075  3.168  2.709
O  -0.675  2.781  2.790
N  -0.746  2.101  1.810
C  -1.791  2.316  0.888
C  -2.825  3.331  1.217
C  3.599  -0.367  4.240
H  -2.637  0.565  -1.890
H  -2.790  2.333  -1.831
H  -3.749  1.334  -0.747
H  3.466  -2.918  0.947
H  3.521  -2.973  2.728
H  4.656  -1.954  1.850
H  -2.350  4.288  1.440
H  -3.385  3.030  2.105
H  -3.514  3.470  0.389
H  4.361  -1.121  4.074
H  3.038  -0.607  5.148
H  4.077  0.600  4.418
C  -3.207  -3.894  0.986
C  -1.706  -3.755  0.803
N  -1.376  -2.732  -0.230
C  -1.524  -3.208  -1.649
C  -2.582  -2.455  -2.433
C  -1.020  -1.540  0.107
S  -1.056  -0.998  1.787
N  -0.686  -0.596  -0.881
C  0.662  1.592  -0.892
O  1.405  1.839  0.084
C  0.740  2.088  -2.194
C  -0.116  1.668  -3.241
C  0.053  2.193  -4.498
C  1.069  3.127  -4.733
C  1.929  3.538  -3.713
C  1.780  3.022  -2.447
H  -3.400  -4.646  1.750
H  -3.696  -4.223  0.069
H  -3.661  -2.957  1.314
H  -1.256  -4.682  0.452
H  -1.209  -3.474  1.731
H  -1.795  -4.255  -1.552
H  -0.548  -3.151  -2.124
H  -3.546  -2.457  -1.925
H  -2.707  -2.957  -3.392
H  -2.282  -1.431  -2.648
H  -0.864  0.908  -3.076
H  -0.586  1.875  -5.311
H  1.196  3.531  -5.729
H  2.711  4.255  -3.917
H  2.440  3.326  -1.647



Computed, not measured: C4H4P2 as an isolated structure in a non-equilibrium geometry, with ωB97M-V/def2-TZVPD.

Properties
- Net charge: 0
- Frontier orbital gap (spin up / spin down): 8.26 / 8.26 eV
- Energy above the lowest of the compared OMol25 structures with the same formula, charge and spin: 48.5 kcal per mole

CARTESIAN COORDINATES (ANGSTROEM)
C  -0.522  1.476  0.002
C  0.511  0.340  0.027
C  0.176  -0.726  -1.005
C  0.090  -0.665  1.168
P  -2.060  0.830  0.065
P  -1.330  -1.294  -0.020
H  -0.091  2.359  -0.227
H  1.482  0.645  -0.077
H  0.905  -1.504  -1.203
H  0.838  -1.461  1.269



Computed, not measured: C48H17F15GeN9O8S2SeSn as an isolated structure, with ωB97M-V/def2-TZVPD.

Properties
- Net charge: +1
- Frontier orbital gap: 7.73 eV
- Energy above the lowest of the compared OMol25 structures with the same formula, charge and spin: 28.2 kcal per mole

CARTESIAN COORDINATES (ANGSTROEM)
Sn  -0.358  -1.783  0.524
Se  7.177  -4.976  0.539
N  5.723  -5.256  1.523
C  4.775  -4.513  1.016
C  3.416  -4.457  1.556
C  3.004  -5.229  2.641
C  1.708  -5.119  3.086
C  0.870  -4.199  2.468
N  1.255  -3.437  1.453
C  2.496  -3.598  0.963
C  2.835  -2.862  -0.264
N  1.831  -2.218  -0.868
C  2.078  -1.568  -1.993
C  3.340  -1.513  -2.578
C  4.374  -2.190  -1.971
C  4.120  -2.900  -0.797
C  5.132  -3.721  -0.132
N  6.367  -3.824  -0.547
H  3.709  -5.911  3.099
H  1.340  -5.718  3.907
H  -0.145  -4.072  2.808
H  1.234  -1.079  -2.456
H  3.484  -0.969  -3.502
H  5.372  -2.205  -2.390
N  -4.319  0.946  1.395
C  -4.059  1.778  0.322
C  -4.588  3.006  -0.055
C  -4.109  3.546  -1.230
C  -3.144  2.878  -2.004
C  -2.617  1.663  -1.613
C  -3.082  1.112  -0.421
N  -2.765  -0.096  0.190
C  -3.520  -0.142  1.255
C  -3.569  -1.295  2.151
C  -4.669  -1.705  2.832
S  -4.344  -3.162  3.647
C  -2.762  -3.143  3.027
N  -2.465  -2.122  2.270
H  -4.984  1.109  2.130
H  -5.348  3.508  0.529
H  -4.500  4.493  -1.576
H  -2.827  3.324  -2.935
H  -1.902  1.129  -2.226
H  -5.647  -1.252  2.858
H  -2.076  -3.940  3.261
F  -0.508  4.150  1.517
C  0.538  4.962  1.713
C  1.695  4.821  0.963
C  2.713  5.732  1.200
F  3.843  5.685  0.485
C  2.609  6.725  2.154
F  3.602  7.580  2.359
C  1.445  6.825  2.898
F  1.328  7.769  3.819
C  0.401  5.944  2.677
F  -0.719  6.050  3.386
Ge  1.867  3.459  -0.403
S  0.818  1.604  0.337
C  3.729  2.959  -0.699
C  4.304  2.781  -1.947
F  3.587  2.926  -3.071
C  5.629  2.414  -2.107
F  6.139  2.228  -3.321
C  6.421  2.219  -0.990
F  7.687  1.855  -1.129
C  5.884  2.393  0.275
F  6.643  2.205  1.349
C  4.558  2.756  0.395
F  4.083  2.926  1.637
C  1.019  4.018  -2.055
C  0.754  5.345  -2.352
F  1.013  6.313  -1.469
C  0.224  5.731  -3.573
F  -0.032  7.007  -3.828
C  -0.039  4.771  -4.534
F  -0.552  5.125  -5.702
C  0.232  3.436  -4.275
F  -0.020  2.510  -5.196
C  0.750  3.097  -3.046
F  1.041  1.804  -2.827
O  1.465  1.830  1.908
C  1.420  0.811  2.759
O  0.960  -0.280  2.555
H  1.872  1.119  3.707
O  -1.628  -5.205  1.130
C  -1.992  -4.434  0.260
O  -1.258  -3.502  -0.266
C  -3.431  -4.449  -0.170
C  -4.078  -3.258  -0.465
C  -5.434  -3.289  -0.725
C  -6.166  -4.456  -0.763
C  -5.481  -5.621  -0.480
C  -4.139  -5.645  -0.162
N  -6.236  -6.896  -0.490
O  -7.423  -6.833  -0.707
O  -5.611  -7.909  -0.278
N  -6.141  -2.012  -0.944
O  -7.204  -2.049  -1.512
O  -5.606  -1.006  -0.518
H  -3.541  -2.318  -0.479
H  -7.221  -4.463  -0.993
H  -3.653  -6.574  0.100



Computed, not measured: a 9-piece molecular cluster, C50H117N7O4 overall in a non-equilibrium geometry, with ωB97M-V/def2-TZVPD.

Properties
- Net charge: 0
- Frontier orbital gap: 8.06 eV
- Structure (SMILES): CCN(CC)CC.CCN(CC)CC.CCN(CC)CC.CCN(CC)CC.CCN(CC)CC.CCN(CC)CC.CCN(CC)CC.O=C1CCCO1.O=C1CCCO1

CARTESIAN COORDINATES (ANGSTROEM)
C  4.445  -8.300  -2.050
C  3.938  -7.349  -0.952
N  3.018  -7.920  0.001
C  3.366  -9.232  0.600
C  4.686  -9.145  1.360
C  2.306  -7.036  0.917
C  1.568  -5.915  0.214
H  5.082  -9.054  -1.580
H  5.014  -7.704  -2.758
H  3.590  -8.805  -2.495
H  4.722  -6.682  -0.567
H  3.274  -6.698  -1.540
H  2.462  -9.536  1.119
H  3.496  -9.915  -0.245
H  5.555  -8.894  0.751
H  4.621  -8.389  2.145
H  4.946  -10.102  1.825
H  2.964  -6.755  1.751
H  1.500  -7.643  1.341
H  0.864  -6.332  -0.504
H  2.173  -5.142  -0.262
H  1.034  -5.411  1.023
C  2.642  5.982  -2.020
C  1.139  5.871  -2.353
N  0.283  5.669  -1.189
C  -1.029  5.177  -1.534
C  -1.728  4.563  -0.318
C  0.331  6.786  -0.257
C  -0.243  8.131  -0.756
H  2.928  6.989  -1.718
H  3.109  5.743  -2.977
H  2.985  5.277  -1.266
H  0.822  6.718  -2.978
H  1.048  5.005  -3.013
H  -1.747  5.885  -1.981
H  -0.857  4.364  -2.245
H  -1.036  3.809  0.051
H  -2.027  5.345  0.386
H  -2.723  4.196  -0.577
H  1.387  6.947  -0.040
H  -0.157  6.493  0.674
H  0.056  8.867  -0.008
H  -1.319  8.133  -0.917
H  0.235  8.402  -1.698
C  -5.481  4.339  -2.131
C  -5.426  3.017  -1.354
N  -5.567  1.799  -2.113
C  -6.644  1.751  -3.074
C  -8.041  1.624  -2.516
C  -5.135  0.576  -1.479
C  -4.998  -0.686  -2.334
H  -5.633  5.150  -1.424
H  -6.370  4.258  -2.762
H  -4.686  4.522  -2.853
H  -4.534  3.097  -0.721
H  -6.171  2.989  -0.532
H  -6.473  2.558  -3.796
H  -6.459  0.974  -3.826
H  -8.711  1.252  -3.295
H  -8.056  0.962  -1.651
H  -8.493  2.581  -2.240
H  -5.943  0.336  -0.752
H  -4.282  0.647  -0.803
H  -5.725  -0.728  -3.142
H  -5.068  -1.589  -1.728
H  -4.009  -0.771  -2.796
C  -1.082  0.669  -1.042
C  -0.257  -0.006  0.056
N  -1.140  -0.656  1.015
C  -1.819  0.300  1.912
C  -2.956  -0.352  2.687
C  -0.367  -1.566  1.889
C  -0.053  -2.883  1.192
H  -1.588  -0.116  -1.604
H  -0.514  1.306  -1.721
H  -1.819  1.314  -0.565
H  0.409  -0.752  -0.379
H  0.419  0.745  0.502
H  -2.120  1.162  1.313
H  -1.080  0.781  2.573
H  -3.788  0.267  3.043
H  -2.666  -0.934  3.558
H  -3.520  -0.943  1.958
H  0.521  -1.045  2.272
H  -0.992  -1.764  2.754
H  0.237  -3.600  1.960
H  -0.987  -3.193  0.721
H  0.718  -2.822  0.426
C  1.661  1.918  -3.769
C  2.476  0.655  -3.509
N  3.206  0.126  -4.663
C  4.501  0.714  -4.905
C  5.418  0.806  -3.693
C  2.400  0.010  -5.877
C  3.000  -1.089  -6.770
H  1.044  1.877  -4.660
H  2.266  2.820  -3.642
H  0.935  2.046  -2.953
H  3.118  0.769  -2.636
H  1.771  -0.115  -3.170
H  5.044  0.119  -5.642
H  4.423  1.699  -5.400
H  5.586  -0.169  -3.227
H  6.435  1.106  -3.970
H  5.196  1.505  -2.884
H  2.409  0.956  -6.434
H  1.393  -0.304  -5.611
H  2.245  -1.436  -7.483
H  3.338  -1.949  -6.195
H  3.815  -0.717  -7.391
C  -2.131  -4.821  -2.464
C  -0.927  -3.935  -2.650
N  -0.699  -3.534  -4.051
C  -1.795  -2.753  -4.565
C  -1.652  -2.414  -6.062
C  0.575  -2.799  -4.110
C  1.742  -3.718  -3.731
H  -2.383  -5.062  -1.427
H  -2.016  -5.822  -2.895
H  -3.076  -4.510  -2.917
H  -0.904  -3.067  -1.974
H  -0.058  -4.549  -2.412
H  -2.813  -3.128  -4.448
H  -1.921  -1.764  -4.073
H  -2.610  -1.959  -6.331
H  -0.858  -1.712  -6.307
H  -1.535  -3.284  -6.710
H  0.584  -1.957  -3.404
H  0.734  -2.447  -5.124
H  2.634  -3.382  -4.270
H  1.568  -4.760  -3.985
H  2.033  -3.559  -2.692
C  0.930  5.475  5.781
C  1.741  4.236  5.479
N  1.569  3.736  4.097
C  2.785  3.020  3.665
C  2.834  2.848  2.141
C  0.369  2.892  3.987
C  -0.835  3.756  3.614
H  -0.079  5.222  6.120
H  0.781  6.118  4.914
H  1.386  6.079  6.568
H  2.794  4.516  5.533
H  1.508  3.482  6.242
H  3.635  3.575  4.049
H  2.747  1.997  4.066
H  3.544  2.083  1.822
H  1.868  2.518  1.756
H  3.127  3.783  1.662
H  0.030  2.469  4.946
H  0.448  2.086  3.261
H  -0.803  4.774  3.996
H  -1.773  3.356  4.010
H  -0.890  3.918  2.533
O  -2.614  -1.472  7.542
C  -2.991  -0.360  7.364
C  -4.275  0.131  6.714
C  -4.111  1.649  6.622
C  -2.793  1.954  7.321
O  -2.157  0.708  7.574
H  -4.328  -0.410  5.772
H  -5.084  -0.112  7.401
H  -4.028  1.937  5.575
H  -4.960  2.082  7.143
H  -2.110  2.566  6.725
H  -2.904  2.558  8.226
O  4.544  -3.451  4.971
C  3.788  -2.551  5.160
C  3.855  -1.496  6.275
C  2.801  -0.486  5.797
C  1.935  -1.244  4.816
O  2.679  -2.376  4.417
H  3.478  -2.067  7.126
H  4.841  -1.079  6.428
H  2.289  -0.104  6.685
H  3.315  0.426  5.488
H  0.933  -1.451  5.211
H  1.635  -0.662  3.939



Computed, not measured: a 2-piece molecular cluster, C5H17N2O overall in a non-equilibrium geometry, with ωB97M-V/def2-TZVPD.

Properties
- Net charge: +1
- Frontier orbital gap: 9.27 eV
- Energy above the lowest of the compared OMol25 structures with the same formula, charge and spin: 45.3 kcal per mole

CARTESIAN COORDINATES (ANGSTROEM)
C  -0.905  -0.664  -1.697
C  -0.463  -0.109  -0.437
C  0.825  -0.654  0.230
C  1.987  0.176  -0.258
C  2.413  1.303  0.811
N  1.477  2.394  0.676
N  -1.565  -0.094  0.700
H  -1.064  -1.769  -1.743
H  -1.932  -0.368  -2.000
H  -0.402  -0.336  -2.641
H  -0.322  1.021  -0.348
H  0.842  -0.385  1.357
H  0.868  -1.740  0.137
H  2.906  -0.390  -0.354
H  2.020  0.631  -1.266
H  3.443  1.523  0.509
H  2.491  0.865  1.801
H  1.876  3.218  0.253
H  0.950  2.754  1.459
H  -1.469  -1.038  1.079
H  -1.537  0.624  1.430
H  -2.560  -0.100  0.480
H  -3.913  -1.855  -0.238
H  -2.759  -2.813  -0.269
O  -3.205  -2.194  0.327



Computed, not measured: a 2-piece molecular cluster, C4H3F2IO overall in a non-equilibrium geometry, with ωB97M-V/def2-TZVPD.

Properties
- Net charge: 0
- Frontier orbital gap (spin up / spin down): 8.06 / 7.69 eV
- Energy above the lowest of the compared OMol25 structures with the same formula, charge and spin: 59.3 kcal per mole

CARTESIAN COORDINATES (ANGSTROEM)
C  -1.577  1.630  -2.203
C  0.058  0.206  0.395
C  -0.497  -0.581  -0.744
C  -1.378  -0.288  0.314
O  -1.908  1.467  -3.331
F  -2.347  0.604  0.138
F  -1.738  -1.223  1.270
I  -0.921  3.332  -1.296
H  0.585  -0.272  1.153
H  0.140  1.344  0.505
H  -0.245  -1.267  -1.508



Computed, not measured: one molecule with the formula C3H2N2S in a non-equilibrium geometry, with ωB97M-V/def2-TZVPD.

Properties
- Net charge: 0
- Frontier orbital gap (spin up / spin down): 6.21 / 5.62 eV
- Energy above the lowest of the compared OMol25 structures with the same formula, charge and spin: 85.8 kcal per mole

CARTESIAN COORDINATES (ANGSTROEM)
C  0.892  0.196  -0.095
C  0.246  -1.146  0.139
C  3.239  0.210  -0.143
N  2.117  0.673  -0.018
N  0.604  -2.313  0.053
S  4.778  -0.056  0.036
H  0.104  0.881  0.138
H  -0.840  -0.883  0.278



Computed, not measured: a 2-piece molecular cluster, C8H12N4 overall in a non-equilibrium geometry, with ωB97M-V/def2-TZVPD.

Properties
- Net charge: 0
- Frontier orbital gap: 9.03 eV
- Energy above the lowest of the compared OMol25 structures with the same formula, charge and spin: 68.2 kcal per mole
- Structure (SMILES): Cc1c[nH]cn1.Cc1c[nH]cn1

CARTESIAN COORDINATES (ANGSTROEM)
C  -0.244  -2.434  1.080
C  -1.469  -1.661  1.086
C  -1.562  -0.408  1.663
N  -2.702  0.228  1.107
C  -3.205  -0.812  0.155
N  -2.487  -1.945  0.170
H  -0.141  -3.299  0.429
H  -0.006  -2.781  2.060
H  0.568  -1.714  0.700
H  -0.946  0.125  2.371
H  -3.190  0.992  1.514
H  -4.211  -0.677  -0.387
C  3.008  1.465  0.356
C  1.941  1.460  -0.774
C  0.590  1.123  -0.664
N  0.192  0.787  -1.974
C  1.213  1.258  -2.850
N  2.305  1.591  -2.038
H  3.171  0.452  0.363
H  2.549  1.738  1.413
H  3.761  2.192  -0.048
H  0.077  1.157  0.298
H  -0.631  0.240  -2.094
H  1.420  0.924  -3.934



Number 1: calculated total energy -3480.48945 hartree. Number 2: calculated total energy -837.33075 hartree. Number 3: calculated total energy -9920.80907 hartree. Number 4: calculated total energy -2659.33575 hartree. Number 5: calculated total energy -385.16852 hartree. Number 6: calculated total energy -726.69916 hartree. Number 7: calculated total energy -623.03642 hartree. Number 8: calculated total energy -530.97604 hartree.